No. 1
The following is a quantum chemistry calculation of a single C18H16N2O3S molecule in a non-equilibrium geometry, from the Open Molecules 2025 dataset.

Properties
- molar mass (g/mol) = 340.40
- multiplicity = 1
- gap between HOMO and LUMO (eV) = 8.707
- maximum force (Eh/bohr) = 0.034
- ΔE to the lowest compared entry with this formula, charge and spin (kJ/mol) = 276.9
- HOMO energy (eV) = -8.3
- SMILES = COc1ccc(C(=O)CSc2nnc(-c3ccc(C)cc3)o2)cc1

XYZ file:
```
40
C18H16N2O3S (ωB97M-V with the def2-TZVPD basis set)
C 1.852 4.496 1.444
O 0.974 3.816 2.311
C 1.171 2.493 2.534
C 2.176 1.724 1.952
C 2.277 0.383 2.259
C 1.376 -0.230 3.128
C 1.540 -1.671 3.374
O 2.604 -2.238 3.321
C 0.305 -2.476 3.779
S -1.242 -2.051 2.918
C -0.617 -1.886 1.326
N 0.620 -2.000 0.953
N 0.644 -1.758 -0.367
C -0.573 -1.510 -0.746
C -1.029 -1.212 -2.080
C -2.378 -0.972 -2.338
C -2.793 -0.699 -3.626
C -1.884 -0.658 -4.677
C -2.340 -0.387 -6.077
C -0.539 -0.899 -4.408
C -0.108 -1.173 -3.128
O -1.440 -1.576 0.307
C 0.375 0.547 3.715
C 0.279 1.889 3.426
H 2.883 4.462 1.810
H 1.508 5.530 1.431
H 1.810 4.088 0.429
H 2.880 2.159 1.261
H 3.044 -0.227 1.807
H 0.095 -2.317 4.838
H 0.515 -3.533 3.612
H -3.090 -1.002 -1.527
H -3.840 -0.514 -3.819
H -2.442 -1.326 -6.621
H -1.615 0.228 -6.607
H -3.304 0.115 -6.084
H 0.176 -0.870 -5.218
H 0.931 -1.362 -2.911
H -0.317 0.113 4.420
H -0.483 2.503 3.879
```

---

No. 2
The following is a quantum chemistry calculation of a molecular structure, C18H16N3O2TeV in a non-equilibrium geometry, from the Open Molecules 2025 dataset.

Properties
- charge = +1
- molar mass (g/mol) = 484.89
- multiplicity = 2
- gap between HOMO and LUMO (spin up / spin down) (eV) = 5.656 / 5.870
- <S²> = 0.87
- maximum force (Eh/bohr) = 0.041
- HOMO energy (spin up / spin down) (eV) = -10.2 / -10.2

XYZ file:
```
41
C18H16N3O2TeV (ωB97M-V with the def2-TZVPD basis set)
V -0.497 0.046 0.721
O 3.199 -0.808 -4.870
C 2.929 0.322 -4.461
O 3.156 1.484 -4.796
C 2.007 0.260 -3.134
C 1.629 1.436 -2.504
C 0.832 1.359 -1.372
N 0.451 0.161 -0.881
C 0.743 -0.984 -1.542
C 1.544 -0.966 -2.667
C -0.040 -2.084 -0.985
C 0.141 -3.439 -1.230
C -0.727 -4.344 -0.649
C -1.760 -3.883 0.169
C -1.869 -2.529 0.393
N -1.030 -1.635 -0.162
C 0.147 2.421 -0.655
C 0.220 3.778 -0.951
C -0.620 4.653 -0.294
C -1.506 4.154 0.662
C -1.485 2.813 0.956
N -0.680 1.938 0.316
H 1.942 2.379 -2.935
H 1.794 -1.863 -3.223
H 0.951 -3.762 -1.868
H -0.607 -5.403 -0.832
H -2.457 -4.572 0.622
H -2.662 -2.129 1.016
H 0.918 4.117 -1.703
H -0.590 5.709 -0.524
H -2.182 4.816 1.183
H -2.118 2.408 1.738
C -0.609 0.705 4.518
Te 0.813 0.061 3.044
C 0.198 -2.008 3.138
H -1.607 0.372 4.253
H -0.572 1.791 4.567
H -0.313 0.288 5.477
H 0.555 -2.442 4.068
H 0.647 -2.539 2.300
H -0.886 -2.080 3.097
```

---

No. 3
The following is a quantum chemistry calculation of a molecular structure, C18H16N8O2S5Y in a non-equilibrium geometry, from the Open Molecules 2025 dataset.

Properties
- charge = +1
- molar mass (g/mol) = 625.62
- multiplicity = 1
- gap between HOMO and LUMO (eV) = 6.253
- maximum force (Eh/bohr) = 0.048
- ΔE to the lowest compared entry with this formula, charge and spin (kJ/mol) = 88.7
- HOMO energy (eV) = -10.0

XYZ file:
```
50
C18H16N8O2S5Y (ωB97M-V with the def2-TZVPD basis set)
Y 0.126 0.527 0.563
N 2.950 1.855 -0.962
C 2.093 2.836 -0.662
N 2.534 4.080 -0.655
C 1.622 5.027 -0.439
N 2.019 6.292 -0.423
N 0.300 4.787 -0.249
C -0.036 3.529 -0.193
N 0.802 2.485 -0.374
C -1.465 3.198 0.055
C -2.447 4.147 -0.170
C -3.774 3.791 0.017
C -4.068 2.502 0.429
C -3.025 1.620 0.653
N -1.744 1.947 0.468
H 3.886 2.117 -1.221
H 2.605 0.939 -1.200
H 2.992 6.508 -0.549
H 1.344 7.029 -0.318
H -2.152 5.133 -0.495
H -4.565 4.508 -0.159
H -5.088 2.176 0.577
H -3.220 0.610 0.992
O 1.746 0.309 1.825
N 2.361 -0.817 1.609
N 2.141 -1.343 0.488
O 1.369 -0.775 -0.441
C 2.721 -2.612 0.163
C 4.055 -2.862 0.441
C 4.587 -4.087 0.075
C 3.789 -5.041 -0.541
C 2.448 -4.780 -0.790
C 1.906 -3.556 -0.444
H 4.659 -2.107 0.926
H 5.632 -4.292 0.262
H 4.216 -5.991 -0.833
H 1.824 -5.528 -1.258
H 0.862 -3.328 -0.617
C -4.059 -3.275 2.400
S -3.267 -4.216 1.064
C -2.772 -2.976 -0.079
C -1.949 -1.925 0.116
S -1.159 -1.414 1.593
S -1.635 -0.959 -1.325
C -2.548 -1.910 -2.503
S -2.629 -1.553 -4.081
S -3.340 -3.239 -1.725
H -4.313 -4.018 3.152
H -4.963 -2.802 2.022
H -3.373 -2.546 2.813
```

---

No. 4
The following is a quantum chemistry calculation of a molecular structure, C18H17AuFNO3S2, from the Open Molecules 2025 dataset.

Properties
- molar mass (g/mol) = 575.44
- multiplicity = 3
- gap between HOMO and LUMO (spin up / spin down) (eV) = 7.005 / 6.972
- <S²> = 2.02
- maximum force (Eh/bohr) = 0.008
- ΔE to the lowest compared entry with this formula, charge and spin (kJ/mol) = 0.0
- HOMO energy (spin up / spin down) (eV) = -7.1 / -8.7

XYZ file:
```
43
C18H17AuFNO3S2 (ωB97M-V with the def2-TZVPD basis set)
Au 2.833 0.856 0.267
C 7.029 2.925 0.175
C 5.562 2.553 0.209
S 5.232 0.906 0.160
C 4.575 3.551 0.275
C 4.943 5.017 0.314
S 2.920 3.231 0.313
H 7.650 2.034 0.116
H 7.312 3.480 1.072
H 7.251 3.554 -0.690
H 6.018 5.181 0.301
H 4.535 5.481 1.213
H 4.506 5.535 -0.542
C -2.509 -4.341 -1.180
C -3.048 -3.248 -0.269
C -4.373 -2.718 -0.786
C -4.924 -1.648 0.139
C -3.915 -0.543 0.304
C -4.306 0.744 0.585
C -3.355 1.749 0.728
F -3.786 2.994 1.005
C -2.024 1.508 0.591
C -1.600 0.204 0.303
C -0.158 -0.052 0.161
O 0.610 0.940 0.218
C 0.221 -1.407 -0.041
C -0.772 -2.339 -0.185
N -2.090 -2.112 -0.127
C -2.540 -0.819 0.158
C 1.627 -1.996 -0.134
O 1.705 -3.179 -0.442
O 2.647 -1.245 0.087
H -3.309 -5.060 -1.361
H -1.672 -4.889 -0.750
H -2.196 -3.924 -2.141
H -3.210 -3.661 0.731
H -5.066 -3.555 -0.870
H -4.224 -2.308 -1.790
H -5.150 -2.093 1.113
H -5.858 -1.240 -0.247
H -5.358 0.986 0.692
H -1.288 2.295 0.695
H -0.442 -3.350 -0.369
```

---

No. 5
The following is a quantum chemistry calculation of a molecular structure, C18H17BrFeN5O7S, from the Open Molecules 2025 dataset.

Properties
- molar mass (g/mol) = 583.18
- multiplicity = 2
- gap between HOMO and LUMO (spin up / spin down) (eV) = 7.349 / 7.707
- <S²> = 0.90
- maximum force (Eh/bohr) = 0.017
- ΔE to the lowest compared entry with this formula, charge and spin (kJ/mol) = 0.0
- HOMO energy (spin up / spin down) (eV) = -8.6 / -8.5

XYZ file:
```
50
C18H17BrFeN5O7S (ωB97M-V with the def2-TZVPD basis set)
Fe 0.705 0.275 -0.308
C 0.385 -1.381 -4.227
C 0.490 -0.534 -3.011
N 1.015 -0.883 -1.895
N 1.643 -2.094 -1.767
C 2.533 -1.966 -0.810
N 3.310 -3.010 -0.483
S 2.794 -0.452 0.016
C 0.057 0.875 -2.991
C -0.531 1.523 -4.064
C -0.917 2.845 -3.912
C -0.707 3.477 -2.697
C -0.111 2.763 -1.673
N 0.276 1.498 -1.821
H 0.762 -2.378 -4.019
H 0.952 -0.949 -5.055
H -0.660 -1.446 -4.534
H 3.195 -3.879 -0.974
H 3.957 -2.945 0.279
H -0.691 0.996 -4.993
H -1.381 3.374 -4.734
H -0.990 4.507 -2.537
H 0.091 3.211 -0.712
O -4.037 -0.765 -0.899
C -2.777 -0.312 -0.797
O -1.877 -0.670 -1.505
C -2.688 0.690 0.320
O -1.384 1.223 0.382
C -1.124 1.862 1.627
C 0.351 2.219 1.742
O 0.690 2.954 2.642
O 1.160 1.726 0.841
H -4.029 -1.473 -1.561
H -2.938 0.159 1.241
H -3.425 1.482 0.148
H -1.396 1.202 2.458
H -1.710 2.780 1.713
Br 3.535 0.362 4.872
C 1.969 -0.643 4.551
C 1.425 -1.414 5.566
N 0.327 -2.147 5.399
C -0.258 -2.120 4.207
C 0.223 -1.383 3.128
C 1.370 -0.623 3.306
C -0.531 -1.433 1.828
O -1.702 -1.782 1.826
O 0.130 -1.143 0.755
H 1.891 -1.437 6.544
H -1.156 -2.711 4.082
H 1.786 -0.028 2.503
```

---

No. 6
The following is a quantum chemistry calculation of a molecular structure, C18H17BrN4O4 in a non-equilibrium geometry, from the Open Molecules 2025 dataset.

Properties
- molar mass (g/mol) = 433.26
- multiplicity = 1
- gap between HOMO and LUMO (eV) = 8.661
- maximum force (Eh/bohr) = 0.377
- ΔE to the lowest compared entry with this formula, charge and spin (kJ/mol) = 135.5
- HOMO energy (eV) = -8.3

XYZ file:
```
44
C18H17BrN4O4 (ωB97M-V with the def2-TZVPD basis set)
O -0.518 4.565 -1.474
C -0.223 3.320 -1.318
N -0.676 2.456 -0.352
C -0.366 1.245 -0.065
C -1.701 0.364 -0.472
N -2.676 0.921 0.345
C -3.367 0.394 1.370
O -4.408 0.629 1.664
C -2.976 -1.185 1.681
C -3.835 -1.990 2.549
C -2.793 -3.191 2.846
C -1.670 -2.925 2.176
O -1.943 -1.653 1.589
C -0.412 -3.730 2.389
N 0.552 -2.966 1.706
C 0.931 -2.544 0.568
C 1.837 -1.713 0.569
C 2.293 -1.519 1.894
N 1.455 -2.449 2.635
H 3.169 -0.978 2.344
Br 2.796 -1.123 -1.111
H 0.497 -3.005 -0.243
H -0.119 -3.980 3.419
H -0.468 -4.515 1.866
H -3.243 -4.184 3.254
H -4.826 -1.879 2.838
C -3.153 2.283 -0.004
C -1.727 2.951 0.291
H -1.973 4.237 0.007
H -1.627 3.122 1.445
H -3.821 2.355 0.543
H -3.302 2.196 -1.195
H -1.679 0.333 -1.411
H -1.338 -0.595 -0.118
H -0.113 1.301 0.978
H 0.723 0.805 -0.577
C 0.844 2.786 -2.409
C 1.889 3.770 -2.855
C 2.605 2.744 -3.803
C 2.327 1.540 -3.451
O 1.117 1.654 -2.367
H 2.664 0.680 -3.662
H 3.353 3.097 -4.545
H 1.725 4.856 -3.083
```

---

Please write out number 3 again, unchanged.
The following is a quantum chemistry calculation of a molecular structure, C18H16N8O2S5Y in a non-equilibrium geometry, from the Open Molecules 2025 dataset.

Properties
- charge = +1
- molar mass (g/mol) = 625.62
- multiplicity = 1
- gap between HOMO and LUMO (eV) = 6.253
- maximum force (Eh/bohr) = 0.048
- ΔE to the lowest compared entry with this formula, charge and spin (kJ/mol) = 88.7
- HOMO energy (eV) = -10.0

XYZ file:
```
50
C18H16N8O2S5Y (ωB97M-V with the def2-TZVPD basis set)
Y 0.126 0.527 0.563
N 2.950 1.855 -0.962
C 2.093 2.836 -0.662
N 2.534 4.080 -0.655
C 1.622 5.027 -0.439
N 2.019 6.292 -0.423
N 0.300 4.787 -0.249
C -0.036 3.529 -0.193
N 0.802 2.485 -0.374
C -1.465 3.198 0.055
C -2.447 4.147 -0.170
C -3.774 3.791 0.017
C -4.068 2.502 0.429
C -3.025 1.620 0.653
N -1.744 1.947 0.468
H 3.886 2.117 -1.221
H 2.605 0.939 -1.200
H 2.992 6.508 -0.549
H 1.344 7.029 -0.318
H -2.152 5.133 -0.495
H -4.565 4.508 -0.159
H -5.088 2.176 0.577
H -3.220 0.610 0.992
O 1.746 0.309 1.825
N 2.361 -0.817 1.609
N 2.141 -1.343 0.488
O 1.369 -0.775 -0.441
C 2.721 -2.612 0.163
C 4.055 -2.862 0.441
C 4.587 -4.087 0.075
C 3.789 -5.041 -0.541
C 2.448 -4.780 -0.790
C 1.906 -3.556 -0.444
H 4.659 -2.107 0.926
H 5.632 -4.292 0.262
H 4.216 -5.991 -0.833
H 1.824 -5.528 -1.258
H 0.862 -3.328 -0.617
C -4.059 -3.275 2.400
S -3.267 -4.216 1.064
C -2.772 -2.976 -0.079
C -1.949 -1.925 0.116
S -1.159 -1.414 1.593
S -1.635 -0.959 -1.325
C -2.548 -1.910 -2.503
S -2.629 -1.553 -4.081
S -3.340 -3.239 -1.725
H -4.313 -4.018 3.152
H -4.963 -2.802 2.022
H -3.373 -2.546 2.813
```

---

- Which of these has the highest molar mass?
  C18H16N8O2S5Y